[1]
Formula: C3H6O4S3
Source: the OMol25 dataset
Level of theory: wB97M-V/def2-TZVPD

Its energy above the lowest of the compared OMol25 structures with the same formula, charge and spin is 1.3197 eV. The value obtained for the maximum force is 1.33 eV Å⁻¹. Its total energy is -43900.5867 eV. Its HOMO-LUMO gap (alpha / beta) is 8.26 / 7.03 eV. As for the LUMO energy (alpha / beta): -1.196 / -1.916 eV.

ORCA input file:
```
! RIJCOSX wB97M-V def2-TZVPD def2/J DEFGRID3
* xyz 0 1
C -0.2497 0.1159 -0.5390
C 0.2762 1.3701 0.1611
C 0.4838 -1.1551 -0.1664
O 2.8869 -2.2309 -0.7347
O 2.3023 -0.0905 -1.7855
O 1.6213 3.5480 -0.4921
O 1.9064 -0.0545 2.0401
S 1.8243 2.0848 -0.5454
S 2.2406 -0.9537 -0.6279
S 3.0193 0.1490 1.0791
H -1.3018 -0.0103 -0.2678
H -0.1938 0.2457 -1.6205
H -0.4578 2.1727 0.1073
H 0.4790 1.1431 1.2200
H 0.4755 -1.3622 0.8997
H 0.1439 -2.0226 -0.7222
*
```

[2]
Formula: C11H26MnN5O2S2
Source: the OMol25 dataset
Level of theory: wB97M-V/def2-TZVPD

Its energy above the lowest of the compared OMol25 structures with the same formula, charge and spin is 0.5477 eV. The value obtained for the maximum force is 2.62 eV Å⁻¹. Its total energy is -76363.1712 eV. Its HOMO-LUMO gap (alpha / beta) is 9.24 / 9.46 eV. As for the LUMO energy (alpha / beta): -2.024 / -2.035 eV.

ORCA input file:
```
! RIJCOSX wB97M-V def2-TZVPD def2/J DEFGRID3
* xyz 1 6
Mn -0.3528 -0.3486 -0.3676
C 1.6408 -1.5525 2.0331
C 1.0085 -2.7178 1.2643
N 0.8765 -2.4302 -0.1685
C 2.0545 -2.6537 -1.0040
C 3.1019 -1.5403 -0.9416
S 2.4152 0.1691 -0.9884
C 2.9150 0.8473 0.6379
C 1.8327 0.8781 1.7180
N 0.9538 -0.2947 1.6923
H 2.6919 -1.4566 1.7685
H 1.5918 -1.7694 3.1075
H -0.0062 -2.8691 1.6435
H 1.5918 -3.6306 1.4458
H 0.1364 -3.0385 -0.5158
H 1.7031 -2.7379 -2.0362
H 2.5584 -3.5973 -0.7398
H 3.7494 -1.6135 -1.8158
H 3.7212 -1.6223 -0.0536
H 3.2211 1.8683 0.4208
H 3.7919 0.2860 0.9479
H 1.2052 1.7565 1.5576
H 2.3320 0.9814 2.6922
H 0.2101 -0.1458 2.3766
N -0.5128 -0.2904 -2.7907
C -1.6408 -1.1598 -3.1745
C -2.8563 -0.8321 -2.3036
C -2.3842 -0.9013 -0.8527
O -2.4494 0.1311 -0.1310
O -1.8601 -1.9590 -0.4332
H -0.7538 0.6847 -2.9890
H 0.3001 -0.5035 -3.3681
H -1.3333 -2.1959 -3.0007
H -1.9040 -1.0519 -4.2344
H -3.6458 -1.5589 -2.4761
H -3.2218 0.1748 -2.5120
C -2.7802 3.0584 2.4350
N -1.9281 2.4916 1.4126
C -1.4060 3.1857 0.4019
N -1.6625 4.4933 0.2808
S -0.3022 2.4732 -0.6550
H -2.8795 2.3388 3.2454
H -3.7806 3.3010 2.0641
H -2.3138 3.9615 2.8342
H -1.9516 1.4839 1.2812
H -2.4305 4.9139 0.7779
H -1.2468 4.9929 -0.4872
*
```